Record 1
A 8-piece molecular cluster, C21H47N5O17S3 overall. Source: OMol25; level of theory: ωB97M-V with the def2-TZVPD basis set.

XYZ file:
```
93
C21H47N5O17S3 ωB97M-V with the def2-TZVPD basis set
O -1.45 -4.41 1.82
S -2.46 -4.11 0.80
O -3.72 -4.81 0.74
O -2.63 -2.49 0.60
C -2.66 -2.16 -0.75
C -1.71 -3.15 -1.44
O -1.82 -4.33 -0.73
H -3.67 -2.38 -1.10
H -2.49 -1.09 -0.88
H -0.70 -2.75 -1.46
H -2.14 -3.18 -2.44
O -1.85 3.80 5.62
S -1.41 2.43 5.91
O -1.60 1.35 4.95
O 0.24 2.47 6.32
C 0.58 1.39 7.13
C -0.58 1.49 8.20
O -1.72 1.89 7.44
H 0.55 0.50 6.50
H 1.62 1.54 7.41
H -0.24 2.34 8.81
H -0.77 0.58 8.76
O 3.47 -0.94 7.63
S 3.82 -0.45 6.30
O 4.82 -1.14 5.50
O 2.51 -0.11 5.37
C 2.87 0.78 4.35
C 3.89 1.70 4.98
O 4.14 1.20 6.29
H 3.18 0.23 3.46
H 2.03 1.42 4.05
H 3.70 2.76 4.80
H 4.81 1.56 4.42
C -3.45 2.80 2.73
N -4.12 2.75 1.42
C -3.73 1.97 0.39
C -4.33 2.42 -0.87
O -3.04 0.95 0.46
H -3.60 3.71 3.32
H -2.39 2.57 2.70
H -3.89 2.03 3.37
H -4.81 3.45 1.17
H -5.06 1.64 -1.10
H -3.65 2.35 -1.72
H -5.01 3.26 -0.99
C 1.48 1.65 -4.80
N 1.06 2.15 -6.07
C 1.76 2.16 -7.22
C 3.24 1.76 -7.25
O 1.28 2.60 -8.25
H 2.45 2.06 -4.52
H 1.45 0.56 -4.74
H 0.67 2.02 -4.18
H 0.18 2.64 -6.00
H 3.73 2.65 -6.87
H 3.58 1.40 -8.23
H 3.54 0.89 -6.65
C 1.54 -3.84 0.52
N 2.35 -3.23 -0.61
C 2.29 -3.70 -1.88
C 3.11 -2.93 -2.87
O 1.62 -4.64 -2.27
H 0.58 -4.18 0.13
H 1.39 -3.06 1.26
H 1.98 -4.77 0.87
H 2.82 -2.35 -0.42
H 2.61 -3.10 -3.82
H 4.13 -3.33 -2.87
H 3.16 -1.88 -2.57
C -0.17 -0.29 2.48
N -0.33 0.10 1.05
C 0.74 0.10 0.25
C 0.53 0.50 -1.18
O 1.89 -0.21 0.59
H -0.64 -1.25 2.66
H -0.59 0.54 3.06
H 0.85 -0.31 2.87
H -1.28 0.24 0.74
H 0.71 -0.39 -1.77
H 1.35 1.16 -1.46
H -0.43 0.94 -1.45
C -2.49 0.76 -3.93
N -1.83 -0.04 -4.91
C -0.90 -0.98 -4.68
C -0.29 -1.50 -5.98
O -0.52 -1.37 -3.60
H -3.39 1.04 -4.47
H -1.96 1.66 -3.60
H -2.70 0.35 -2.94
H -1.79 0.40 -5.82
H 0.73 -1.84 -5.81
H -0.14 -0.66 -6.65
H -0.89 -2.31 -6.38
```

- LUMO: 0.0335 eV
- SMILES string: O=S1(=O)OCCO1.O=S1(=O)OCCO1.O=S1(=O)OCCO1.CNC(C)=O.CNC(C)=O.CNC(C)=O.CNC(C)=O.CNC(C)=O
- Spin multiplicity: 1
- E_HOMO: -9.05 eV
- Relative energy (zero: lowest compared OMol25 entry of this formula, charge and spin): 195.4 kJ/mol
- Molecular weight: 737.83 g mol⁻¹
- HOMO-LUMO gap: 9.1 eV

These are the Löwdin partial charges, in e, on atoms 1 to 2:
1 O -0.25
2 S 0.74



Record 2
C21H48N11OSYb as an isolated structure. Source: OMol25; level of theory: ωB97M-V with the def2-TZVPD basis set.

XYZ file:
```
83
C21H48N11OSYb ωB97M-V with the def2-TZVPD basis set
Yb 0.09 -0.72 0.30
C -5.60 -0.47 -1.19
N -4.39 -0.45 -0.37
C -4.61 -0.27 1.06
C -3.15 -0.57 -0.87
N -2.10 0.04 -0.32
C -2.32 1.41 0.18
C -1.18 2.26 -0.35
N 0.12 1.77 0.18
C 0.35 2.29 1.56
C 0.67 1.18 2.55
N -0.37 0.13 2.51
C -1.13 -0.06 3.57
N -1.20 0.81 4.63
C -1.25 0.33 6.01
C -1.47 2.23 4.47
N -1.91 -1.16 3.66
C -3.18 -1.15 4.37
C -1.63 -2.34 2.87
C 1.22 2.11 -0.74
C 2.53 1.51 -0.27
N 2.37 0.06 -0.05
C 3.47 -0.65 0.09
N 3.43 -1.96 -0.33
C 3.19 -2.25 -1.75
C 4.19 -2.99 0.37
N 4.61 -0.17 0.61
C 5.93 -0.61 0.14
C 4.65 0.77 1.72
N -2.97 -1.37 -1.95
C -3.77 -2.57 -2.19
C -2.09 -1.00 -3.05
H -6.24 0.35 -0.89
H -5.34 -0.34 -2.24
H -6.16 -1.40 -1.07
H -5.32 -1.03 1.41
H -3.67 -0.39 1.59
H -5.03 0.71 1.29
H -3.25 1.83 -0.20
H -2.34 1.45 1.27
H -1.16 2.18 -1.43
H -1.32 3.32 -0.10
H 1.15 3.03 1.55
H -0.55 2.80 1.88
H 1.63 0.73 2.30
H 0.78 1.61 3.55
H -0.97 -0.72 6.05
H -0.53 0.89 6.60
H -2.24 0.46 6.46
H -1.68 2.46 3.43
H -2.35 2.50 5.05
H -0.64 2.85 4.82
H -3.49 -0.14 4.59
H -3.94 -1.62 3.74
H -3.13 -1.72 5.30
H -0.56 -2.50 2.79
H -2.06 -3.21 3.37
H -2.07 -2.28 1.87
H 0.97 1.73 -1.73
H 1.34 3.20 -0.82
H 3.28 1.69 -1.04
H 2.86 2.03 0.63
H 2.52 -1.51 -2.18
H 4.13 -2.26 -2.31
H 2.74 -3.24 -1.85
H 4.34 -2.70 1.41
H 3.60 -3.91 0.36
H 5.15 -3.20 -0.09
H 5.83 -1.19 -0.78
H 6.53 0.28 -0.09
H 6.45 -1.20 0.89
H 3.71 0.75 2.26
H 5.43 0.45 2.41
H 4.87 1.79 1.40
H -4.27 -2.87 -1.27
H -4.51 -2.43 -2.97
H -3.09 -3.37 -2.49
H -1.54 -0.09 -2.80
H -1.38 -1.79 -3.26
H -2.69 -0.81 -3.95
O 0.72 -2.80 1.07
S 0.33 -3.45 -0.25
N -0.09 -2.43 -1.22
```

- LUMO (spin up / spin down): -5.7393 / -5.7374 eV
- Spin multiplicity: 2
- E_HOMO (spin up / spin down): -14.19 / -14.19 eV
- Relative energy (zero: lowest compared OMol25 entry of this formula, charge and spin): 0.0 kJ/mol
- Molecular weight: 675.80 g mol⁻¹
- HOMO-LUMO gap (spin up / spin down): 8.4 / 8.5 eV
- Total charge: +2

These are the Löwdin partial charges, in e, on atoms 1 to 2:
1 Yb 1.66
2 C -0.02



Record 3
A 4-piece molecular cluster, C21H48N4O4 overall. Source: OMol25; level of theory: ωB97M-V with the def2-TZVPD basis set.

XYZ file:
```
77
C21H48N4O4 ωB97M-V with the def2-TZVPD basis set
O 4.05 -4.25 -3.32
C 3.33 -3.24 -3.12
O 3.43 -2.42 -2.17
C 2.20 -3.01 -4.16
N 0.91 -3.60 -3.83
C 0.00 -2.88 -3.01
O -0.78 -3.61 -2.32
O -0.01 -1.63 -3.07
H 2.06 -1.95 -4.35
H 2.55 -3.46 -5.09
H 1.01 -4.55 -3.51
C -3.44 -1.55 3.03
C -2.09 -1.14 2.46
N -1.54 -2.10 1.54
C -0.16 -1.82 1.16
C 0.11 -0.53 0.39
C -2.39 -2.50 0.42
C -2.86 -1.40 -0.54
H -3.37 -2.52 3.54
H -3.77 -0.81 3.76
H -4.21 -1.62 2.26
H -1.38 -1.04 3.29
H -2.20 -0.13 2.02
H 0.21 -2.66 0.57
H 0.45 -1.81 2.08
H -0.21 -0.63 -0.65
H 1.19 -0.34 0.37
H -0.37 0.35 0.83
H -3.27 -3.00 0.84
H -1.87 -3.26 -0.16
H -3.17 -0.49 -0.01
H -3.73 -1.76 -1.10
H -2.09 -1.15 -1.27
C -5.72 1.07 -0.21
C -6.53 1.87 0.80
N -5.86 2.03 2.08
C -6.71 2.58 3.10
C -7.23 4.02 2.93
C -4.51 2.56 2.01
C -4.31 3.95 1.38
H -5.47 0.09 0.18
H -6.29 0.93 -1.12
H -4.79 1.57 -0.48
H -7.47 1.33 0.99
H -6.81 2.83 0.34
H -6.19 2.51 4.06
H -7.58 1.92 3.20
H -6.46 4.76 3.14
H -8.05 4.20 3.63
H -7.62 4.20 1.93
H -3.89 1.85 1.47
H -4.10 2.57 3.02
H -4.91 4.07 0.47
H -3.27 4.07 1.10
H -4.56 4.76 2.06
C 9.04 1.42 -1.17
C 7.71 1.19 -0.46
N 6.59 1.03 -1.37
C 5.30 1.04 -0.70
C 4.98 -0.10 0.27
C 6.75 0.00 -2.39
C 6.98 -1.44 -1.92
H 8.99 2.29 -1.82
H 9.82 1.58 -0.42
H 9.33 0.56 -1.77
H 7.50 2.06 0.16
H 7.82 0.33 0.22
H 4.52 1.07 -1.46
H 5.22 2.00 -0.16
H 4.73 -1.02 -0.26
H 4.11 0.17 0.87
H 5.81 -0.30 0.96
H 7.58 0.29 -3.04
H 5.87 0.02 -3.04
H 7.68 -1.50 -1.09
H 7.38 -2.04 -2.74
H 6.04 -1.91 -1.63
```

- LUMO: 3.6524 eV
- Spin multiplicity: 1
- E_HOMO: -0.93 eV
- Molecular weight: 420.64 g mol⁻¹
- HOMO-LUMO gap: 4.6 eV
- Total charge: -2

These are the Löwdin partial charges, in e, on atoms 1 to 2:
1 O -0.13
2 C -0.72



Record 4
A 9-piece molecular cluster, C21H48O21 overall. Source: OMol25; level of theory: ωB97M-V with the def2-TZVPD basis set.

XYZ file:
```
90
C21H48O21 ωB97M-V with the def2-TZVPD basis set
C -1.56 -3.48 1.67
O -1.74 -2.44 2.62
C -0.69 -2.08 3.32
O 0.33 -2.67 3.40
O -0.83 -0.94 4.08
C -2.05 -0.27 4.01
H -0.96 -4.30 2.03
H -0.96 -3.00 0.88
H -2.56 -3.77 1.37
H -2.91 -0.84 4.39
H -2.21 0.00 2.98
H -1.92 0.65 4.63
C 2.46 -3.88 -0.40
O 2.09 -2.78 -1.24
C 3.04 -2.17 -1.89
O 4.23 -2.46 -1.78
O 2.50 -1.32 -2.76
C 3.52 -0.60 -3.53
H 1.57 -4.26 0.13
H 3.21 -3.53 0.30
H 2.98 -4.64 -0.95
H 3.10 -0.11 -4.42
H 4.32 -1.29 -3.91
H 3.86 0.17 -2.80
C -0.74 2.31 -2.65
O 0.66 2.58 -2.51
C 1.49 2.05 -3.34
O 1.19 1.31 -4.24
O 2.74 2.60 -3.23
C 2.97 3.57 -2.20
H -1.20 3.20 -2.25
H -0.96 1.49 -2.03
H -1.00 2.16 -3.76
H 2.43 4.48 -2.34
H 3.96 3.88 -2.14
H 2.74 3.26 -1.19
C -5.86 -1.87 0.25
O -5.60 -0.54 -0.10
C -5.40 0.31 0.90
O -5.81 0.11 2.01
O -4.72 1.37 0.48
C -4.51 2.39 1.44
H -4.93 -2.40 0.21
H -6.59 -2.29 -0.43
H -6.20 -1.88 1.23
H -5.44 2.94 1.38
H -3.70 3.02 1.10
H -4.37 2.03 2.46
C 2.40 2.66 4.88
O 1.60 2.16 3.75
C 1.50 2.99 2.75
O 2.08 4.05 2.68
O 0.50 2.55 1.98
C 0.48 3.30 0.72
H 1.75 3.17 5.56
H 3.17 3.38 4.56
H 2.85 1.73 5.35
H -0.58 3.25 0.44
H 1.16 2.80 0.00
H 0.92 4.30 0.84
C 5.50 0.90 0.69
O 4.26 1.31 0.13
C 3.19 0.67 0.53
O 2.22 0.56 -0.17
O 3.30 0.15 1.79
C 2.11 -0.55 2.24
H 5.63 -0.19 0.63
H 5.67 1.29 1.72
H 6.17 1.35 0.03
H 2.02 -0.53 3.33
H 2.12 -1.54 1.78
H 1.31 0.08 1.92
C -0.50 -2.43 -4.05
O -0.38 -2.70 -2.69
H -0.73 -1.34 -4.28
H 0.35 -2.84 -4.67
H -1.40 -2.95 -4.35
H 0.23 -2.04 -2.30
C -3.63 -2.15 -2.56
O -3.18 -0.84 -3.01
H -3.35 -2.94 -3.33
H -2.98 -2.27 -1.67
H -4.68 -2.31 -2.21
H -3.92 -0.31 -3.37
C -1.49 -0.33 -0.25
O -0.86 0.89 0.15
H -2.41 -0.45 0.29
H -1.57 -0.30 -1.36
H -0.89 -1.21 0.08
H 0.06 0.65 0.26
```

- LUMO: 0.5972 eV
- SMILES string: COC(=O)OC.COC(=O)OC.COC(=O)OC.COC(=O)OC.COC(=O)OC.COC(=O)OC.CO.CO.CO
- Spin multiplicity: 1
- E_HOMO: -9.70 eV
- Relative energy (zero: lowest compared OMol25 entry of this formula, charge and spin): 0.0 kJ/mol
- Molecular weight: 636.59 g mol⁻¹
- HOMO-LUMO gap: 10.3 eV

These are the Löwdin partial charges, in e, on atoms 1 to 2:
1 C 0.00
2 O -0.01



Record 5
A 9-piece molecular cluster, C21H48O21 overall. Source: OMol25; level of theory: ωB97M-V with the def2-TZVPD basis set.

XYZ file:
```
90
C21H48O21 ωB97M-V with the def2-TZVPD basis set
C -23.01 2.46 -13.25
O -22.79 1.03 -13.01
C -21.55 0.67 -13.34
O -20.63 1.35 -13.72
O -21.37 -0.63 -13.00
C -22.31 -1.67 -12.73
H -22.85 2.73 -14.28
H -22.27 3.00 -12.71
H -23.99 2.62 -12.85
H -21.67 -2.51 -12.42
H -22.85 -2.07 -13.61
H -22.95 -1.44 -11.90
C -27.48 -4.62 -8.26
O -26.93 -3.40 -7.79
C -25.61 -3.39 -7.97
O -24.98 -4.32 -8.34
O -25.16 -2.19 -7.69
C -23.86 -1.86 -7.96
H -28.53 -4.43 -8.20
H -27.19 -5.54 -7.72
H -27.27 -4.73 -9.31
H -23.89 -0.92 -8.50
H -23.39 -2.59 -8.57
H -23.36 -1.72 -7.02
C -16.86 -2.85 -7.96
O -16.23 -3.30 -9.20
C -16.28 -4.60 -9.41
O -16.71 -5.46 -8.72
O -15.64 -4.77 -10.52
C -15.50 -6.16 -11.01
H -16.06 -2.56 -7.29
H -17.44 -3.67 -7.50
H -17.63 -2.11 -8.17
H -15.02 -6.86 -10.31
H -15.01 -6.08 -12.02
H -16.52 -6.51 -11.06
C -18.69 -4.84 -3.02
O -19.66 -5.29 -3.97
C -19.42 -4.87 -5.20
O -18.61 -3.97 -5.42
O -20.17 -5.62 -6.02
C -19.86 -5.34 -7.42
H -18.97 -5.41 -2.08
H -18.77 -3.76 -2.90
H -17.71 -5.01 -3.50
H -20.69 -5.63 -8.00
H -19.00 -5.91 -7.73
H -19.71 -4.31 -7.51
C -20.74 -9.20 -6.86
O -20.17 -8.50 -7.97
C -18.90 -8.60 -8.28
O -18.34 -7.96 -9.13
O -18.35 -9.63 -7.66
C -17.02 -9.96 -8.02
H -20.32 -10.18 -6.65
H -21.77 -9.23 -7.16
H -20.62 -8.59 -5.98
H -16.77 -10.98 -7.64
H -16.35 -9.26 -7.55
H -16.92 -9.88 -9.09
C -16.81 -9.77 -4.04
O -16.26 -8.77 -4.92
C -17.17 -7.85 -5.25
O -18.30 -7.82 -4.86
O -16.66 -6.89 -5.97
C -15.27 -6.78 -6.26
H -15.98 -10.48 -3.88
H -17.72 -10.22 -4.46
H -17.14 -9.37 -3.08
H -14.80 -7.73 -6.26
H -14.83 -6.04 -5.58
H -15.21 -6.35 -7.27
C -22.97 -5.01 -4.67
O -22.40 -5.94 -3.80
H -23.96 -4.77 -4.48
H -22.46 -4.04 -4.65
H -22.93 -5.41 -5.70
H -21.45 -5.79 -3.63
C -17.36 -9.45 -14.03
O -17.06 -8.89 -12.79
H -18.33 -9.91 -14.17
H -17.24 -8.65 -14.80
H -16.67 -10.23 -14.37
H -17.87 -8.45 -12.52
C -19.98 -6.68 -12.07
O -18.69 -6.99 -11.65
H -20.83 -6.99 -11.48
H -20.09 -5.58 -12.13
H -20.18 -7.04 -13.06
H -18.64 -7.20 -10.75
```

- LUMO: 0.3884 eV
- SMILES string: COC(=O)OC.COC(=O)OC.COC(=O)OC.COC(=O)OC.COC(=O)OC.COC(=O)OC.CO.CO.CO
- Spin multiplicity: 1
- E_HOMO: -9.64 eV
- Relative energy (zero: lowest compared OMol25 entry of this formula, charge and spin): 1.3 kJ/mol
- Molecular weight: 636.59 g mol⁻¹
- HOMO-LUMO gap: 10.0 eV

These are the Löwdin partial charges, in e, on atoms 1 to 2:
1 C -0.01
2 O -0.01